Entry 1:
A cluster of 2 separate species, ClH2PS3 in total at a distorted geometry. Source: the OMol25 dataset; level of theory: ωB97M-V/def2-TZVPD.

Values from the calculation:
Orbital gap in eV: 8.05
Electronic energy in Ha: -1997.31378
2S+1: 1
E_HOMO in eV: -9.473

Cartesian coordinates (Å):
S (-2.444, 1.624, 0.884)
P (-1.914, 0.401, -0.496)
Cl (-2.060, -1.460, 0.382)
S (1.551, -1.010, 0.489)
S (1.278, 0.975, -0.061)
H (2.860, -1.272, 0.198)
H (0.729, 0.742, -1.396)

Entry 2:
A structure of composition ClH3N2O4S2 at a distorted geometry. Source: the OMol25 dataset; level of theory: ωB97M-V/def2-TZVPD.

Values from the calculation:
Orbital gap in eV: 11.23
Electronic energy in Ha: -1668.77118
2S+1: 1
E_HOMO in eV: -10.938

Cartesian coordinates (Å):
N (1.519, 0.618, 0.858)
N (0.916, -0.206, -1.374)
O (-0.682, -0.705, 0.608)
O (1.509, -1.864, 0.518)
O (-2.072, -0.404, -1.422)
O (-1.000, 1.528, -0.295)
S (0.941, -0.654, 0.047)
S (-1.588, 0.236, -0.261)
Cl (-3.075, 0.360, 1.017)
H (1.141, 1.488, 0.514)
H (1.556, 0.527, 1.858)
H (0.835, -0.924, -2.067)

Entry 3:
A cluster of 2 separate species, ClH3N2OS in total at a distorted geometry. Source: the OMol25 dataset; level of theory: ωB97M-V/def2-TZVPD.

Values from the calculation:
Orbital gap in eV: 9.37
Electronic energy in Ha: -1044.85668
2S+1: 1
E_HOMO in eV: -9.962

Cartesian coordinates (Å):
N (-1.572, 0.507, 0.280)
N (1.373, -0.982, -1.002)
O (2.446, 0.822, 0.402)
S (1.890, -0.519, 0.340)
Cl (-2.238, -1.111, 0.265)
H (-2.343, 1.140, 0.479)
H (1.374, -0.411, -1.835)
H (-0.931, 0.554, 1.071)

Entry 4:
The molecule ClH3N2OS at a distorted geometry. Source: the OMol25 dataset; level of theory: ωB97M-V/def2-TZVPD.

Values from the calculation:
Orbital gap (alpha / beta) in eV: 7.77 / 7.90
Expectation value of S²: 2.018
Electronic energy in Ha: -1044.71842
2S+1: 3
E_HOMO (alpha / beta) in eV: -7.315 / -10.492

Cartesian coordinates (Å):
N (-0.658, 0.700, 1.698)
N (-0.247, -0.497, -1.184)
O (0.753, 1.522, -0.513)
S (0.333, 0.398, 0.189)
Cl (2.037, -0.833, 0.293)
H (-0.767, -0.089, 2.357)
H (-0.888, -1.296, -0.934)
H (-0.563, 0.094, -1.906)

What are the ΔE to the lowest compared entry with this formula, charge and spin values for these records? In order: 1.1642 0.3983 0.5518 1.4199 eV.